A 3-piece molecular cluster, C2H5N3O2 overall, computed with ωB97M-V/def2-TZVPD.

## Properties
E_HOMO ... -9.84 eV
Relative energy (zero: lowest compared OMol25 entry of this formula, charge and spin) ... 2.0749 eV
Kohn-Sham gap ... 10.0 eV
Structure (SMILES) ... O=C=O.N#CN.N
LUMO level ... 0.15 eV

XYZ file:
```
12
Properties=species:S:1:pos:R:3:forces:R:3:mulliken_charge:R:1
O -0.150 1.156 3.513 -1.973 -0.632 0.453 -0.35
C 0.898 1.596 3.404 0.492 -0.100 -0.494 0.68
O 1.961 1.985 3.232 1.478 0.739 0.017 -0.34
N -0.352 3.497 -0.912 0.773 -8.685 -2.742 -0.46
C -0.217 2.307 -1.311 -0.779 9.184 2.851 0.41
N 0.120 1.124 -1.785 -2.545 -2.066 0.608 -0.43
H 0.881 1.099 -2.412 0.671 -0.252 -0.716 0.23
H -0.635 0.362 -1.847 1.900 1.785 0.012 0.25
N -0.460 -3.266 -0.749 -0.185 1.907 2.048 -0.68
H 0.024 -3.040 0.174 -0.539 -0.520 -1.638 0.23
H -0.785 -4.219 -0.626 -0.320 0.112 -0.081 0.23
H -1.286 -2.600 -0.682 1.027 -1.471 -0.320 0.23
```
Forces are in eV/Å.



A 6-piece molecular cluster, C27H55FN2O13P overall, computed with ωB97M-V/def2-TZVPD.

## Properties
Net charge ... +1
E_HOMO ... -11.58 eV
Kohn-Sham gap ... 6.6 eV
LUMO level ... -4.94 eV

XYZ file:
```
99
Properties=species:S:1:pos:R:3:forces:R:3:mulliken_charge:R:1
C -1.045 -2.314 1.492 -1.201 -0.190 0.456 -0.95
C -1.334 -0.770 1.809 -1.110 -1.364 1.840 -0.36
O -0.319 0.169 1.330 1.257 -1.251 -2.870 0.23
C 0.246 -0.224 0.097 0.847 -0.501 -2.293 -0.35
C -0.614 -0.334 -1.222 3.930 -0.332 -0.206 0.34
C -2.198 0.001 -1.237 -3.450 -2.211 1.069 0.26
O -3.035 -0.877 -0.884 4.070 3.332 -1.689 -0.50
O -2.720 1.250 -1.656 2.368 -1.621 1.601 -0.35
C -2.086 2.379 -0.990 0.542 2.215 0.278 -0.46
C -2.577 2.620 0.522 -0.089 0.198 -0.091 0.52
O -1.758 3.742 1.025 0.254 -1.061 1.690 -0.38
C -1.961 3.929 2.425 -3.230 1.476 1.787 0.37
O -3.086 4.327 2.826 4.178 -1.584 -1.731 -0.56
C -0.835 3.678 3.552 0.322 0.167 0.188 -0.39
C -0.640 2.119 3.899 0.211 -0.035 -0.900 -0.38
C 0.159 -0.787 -2.520 1.341 0.211 2.721 0.26
C -0.582 -0.975 -3.954 2.454 0.011 0.330 0.07
O -1.816 -1.669 -3.785 -0.907 1.896 -0.884 -0.37
C -2.954 -1.025 -4.306 -3.122 1.788 -1.146 0.75
C -4.345 -1.859 -4.192 1.194 0.084 1.397 -1.01
O -3.050 0.119 -4.802 1.891 -3.634 1.752 -0.46
C 1.705 -1.044 -2.421 -3.105 0.615 0.445 -0.05
F 2.331 -1.408 -3.655 -0.964 0.997 3.988 -0.27
N 2.459 -0.885 -1.188 -4.343 0.488 -1.985 0.54
N 3.832 -1.096 -1.209 0.931 1.449 0.452 -0.90
C 1.797 -0.511 0.072 -1.625 0.345 -2.371 0.62
P 2.714 -0.297 1.733 -0.213 -0.356 1.395 0.07
C 3.041 1.600 1.809 -0.009 -0.399 -1.205 -0.91
O 4.183 -1.168 1.752 -1.108 1.861 -0.705 -0.34
H -1.652 -2.642 0.573 1.293 0.463 1.190 0.21
H 0.057 -2.602 1.445 -1.476 0.616 -0.078 0.21
H -1.492 -2.914 2.377 0.731 1.021 -1.426 0.40
H -2.380 -0.440 1.471 1.655 -0.588 0.244 0.29
H -1.341 -0.670 2.962 0.309 0.161 -1.981 0.41
H -2.389 3.325 -1.581 0.421 -1.711 0.836 0.48
H -0.932 2.357 -1.027 -1.730 -0.295 0.105 0.08
H -2.374 1.743 1.228 -0.535 0.962 -1.272 -0.15
H -3.663 2.970 0.555 1.431 -0.865 -0.085 0.04
H -1.196 4.194 4.514 0.303 -0.551 -1.842 0.30
H 0.182 4.138 3.269 -1.660 -0.652 0.231 0.36
H -1.577 1.560 3.534 1.586 0.597 0.618 0.05
H -0.498 1.892 5.009 -0.267 0.645 -1.551 0.41
H 0.313 1.770 3.343 -1.795 0.157 0.861 -0.13
H -0.610 0.059 -4.424 -0.675 -1.270 0.532 -0.20
H 0.092 -1.623 -4.636 -1.037 1.039 1.291 0.34
H -4.654 -2.266 -5.210 0.509 0.599 1.435 0.35
H -4.241 -2.676 -3.381 -0.134 1.090 -1.612 0.29
H -5.112 -1.111 -3.780 1.159 -1.033 -0.928 0.30
H 4.225 -0.264 -0.713 -0.086 -1.088 -0.178 0.25
H 4.221 -1.026 -2.162 -0.727 -0.281 0.291 0.32
H 2.072 2.077 1.393 1.558 -0.617 0.885 0.20
H 3.229 1.859 2.906 -0.249 -0.303 -1.666 0.35
H 3.912 1.865 1.115 -1.151 -0.045 1.189 0.39
H 4.722 -0.926 2.551 -0.627 -0.637 -0.546 0.32
C -3.950 1.919 -8.384 0.122 0.068 -0.134 -0.86
C -5.397 1.561 -8.109 0.265 0.037 0.265 -0.24
O -5.468 0.440 -7.237 -0.086 -0.177 0.174 -0.49
H -3.424 1.073 -8.834 -0.109 0.062 -0.033 0.25
H -3.881 2.776 -9.058 0.053 -0.026 0.051 0.36
H -3.428 2.161 -7.453 -0.065 0.088 -0.026 0.18
H -5.909 1.299 -9.038 -0.023 -0.108 0.177 0.29
H -5.927 2.400 -7.648 -0.013 0.106 -0.178 0.25
H -5.021 0.682 -6.413 -0.050 -0.103 -0.213 0.25
C 6.704 -4.676 3.610 0.024 -0.066 0.048 -1.09
C 6.186 -3.460 2.870 0.323 -0.285 0.115 -0.14
O 5.525 -2.578 3.775 -0.163 0.623 0.104 -0.54
H 5.884 -5.206 4.101 0.029 0.033 -0.118 0.27
H 7.209 -5.363 2.927 0.002 0.032 0.073 0.37
H 7.407 -4.381 4.395 0.046 -0.067 -0.088 0.30
H 5.468 -3.756 2.102 -0.065 0.213 0.140 0.26
H 7.005 -2.918 2.386 0.013 -0.117 -0.129 0.28
H 6.169 -2.313 4.446 -0.140 -0.167 -0.097 0.29
C -7.079 3.999 2.343 -0.031 0.149 -0.028 -1.23
C -5.934 3.008 2.293 -0.421 -0.004 0.109 0.40
O -6.317 1.783 2.908 0.112 -0.279 -0.015 -0.57
H -7.377 4.188 3.378 0.127 0.001 -0.073 0.31
H -6.796 4.947 1.879 -0.072 -0.032 0.015 0.33
H -7.958 3.602 1.826 0.067 0.063 -0.079 0.37
H -5.068 3.398 2.828 -0.160 -0.222 -0.018 0.13
H -5.638 2.804 1.258 0.010 0.154 -0.083 0.01
H -7.080 1.439 2.423 0.153 0.069 0.173 0.33
C 0.234 3.127 -5.672 -0.030 0.111 -0.101 -0.66
C 1.560 3.266 -4.951 -0.290 -0.248 -0.102 -0.26
O 1.365 3.187 -3.542 0.128 -0.060 0.388 -0.46
H -0.458 3.911 -5.357 0.115 -0.020 -0.052 0.25
H 0.369 3.190 -6.754 -0.072 -0.058 0.056 0.38
H -0.238 2.169 -5.431 0.026 -0.031 -0.111 0.02
H 2.019 4.231 -5.175 -0.010 -0.091 0.225 0.31
H 2.255 2.475 -5.254 0.058 0.089 -0.177 0.23
H 0.967 2.327 -3.351 0.029 0.235 -0.087 0.20
C 6.290 -6.894 7.317 -0.027 -0.151 -0.056 -0.95
C 7.418 -6.103 7.949 -0.370 0.056 -0.027 -0.25
O 7.568 -4.849 7.294 0.116 0.258 -0.139 -0.49
H 6.487 -7.059 6.254 0.070 -0.036 0.104 0.19
H 6.169 -7.862 7.808 -0.062 0.053 -0.046 0.35
H 5.347 -6.344 7.385 0.013 -0.066 0.112 0.32
H 8.362 -6.645 7.860 -0.014 0.221 -0.042 0.29
H 7.223 -5.924 9.011 0.053 -0.184 0.041 0.26
H 6.732 -4.371 7.385 0.202 -0.131 0.020 0.29
```
Forces are in eV/Å.



A 8-piece molecular cluster, C16H47NO11 overall, computed with ωB97M-V/def2-TZVPD.

## Properties
E_HOMO ... -9.43 eV
Relative energy (zero: lowest compared OMol25 entry of this formula, charge and spin) ... 0.0000 eV
Kohn-Sham gap ... 9.6 eV
LUMO level ... 0.14 eV

XYZ file:
```
75
Properties=species:S:1:pos:R:3:forces:R:3:mulliken_charge:R:1
C 1.784 -4.053 3.252 2.540 -3.948 -0.143 -0.62
O 0.702 -3.266 3.530 -1.499 -0.279 0.396 -0.39
C 0.306 -2.506 2.460 1.467 6.289 0.651 0.47
C -0.978 -1.672 2.865 1.753 1.275 2.472 -1.20
N -1.887 -1.076 1.761 -2.792 -5.082 4.157 0.55
H -1.200 -0.553 1.411 2.696 3.276 -3.805 -0.60
H -2.204 -1.953 1.215 0.826 2.390 0.256 0.47
C -3.026 -0.250 2.302 1.468 1.596 2.737 -0.77
C -3.694 0.541 1.243 0.485 1.926 -3.526 0.23
O -4.743 1.321 1.685 -1.907 0.078 2.963 -0.38
C -5.533 2.140 0.895 -1.208 1.332 -5.142 -0.51
H 1.822 -4.809 2.353 -1.117 1.756 0.839 0.20
H 1.926 -4.861 4.075 -0.195 1.922 -0.799 0.28
H 2.702 -3.470 3.102 -0.077 0.064 0.354 0.29
H 0.072 -3.021 1.617 -0.319 -1.909 -2.670 -0.08
H 1.141 -1.649 2.227 -1.580 -2.158 0.159 0.15
H -0.739 -0.967 3.803 -0.343 -0.578 -2.853 0.24
H -1.472 -2.381 3.393 -2.451 -2.315 1.243 0.88
H -2.600 0.398 3.169 -0.306 -0.722 -1.804 0.34
H -3.746 -0.811 2.854 -0.396 -1.179 -0.028 0.50
H -4.090 -0.161 0.508 0.151 -0.243 -0.456 0.32
H -3.003 1.274 0.708 -0.191 -1.251 0.462 -0.08
H -6.314 2.898 1.432 2.507 -2.147 -0.742 0.25
H -6.261 1.608 -0.051 1.795 0.604 3.084 0.22
H -4.829 2.700 0.105 -1.301 -0.447 2.036 0.15
C 0.134 0.069 -0.356 -0.718 -6.306 -5.854 1.16
O -0.620 -0.981 -0.687 2.510 1.900 0.592 -0.68
O 1.281 0.272 -1.104 0.160 0.186 -0.415 -0.52
O -0.203 0.821 0.499 0.548 2.464 3.062 -0.22
H 1.534 -0.179 -2.018 -1.337 0.590 2.304 0.25
C 3.602 0.923 3.628 1.455 -1.818 1.927 -1.11
C 2.734 1.421 2.470 1.407 -2.773 -1.970 0.18
O 1.408 1.004 2.673 -1.579 0.493 -2.749 -0.52
H 4.757 0.895 3.621 -1.658 0.908 -0.920 0.34
H 3.515 -0.258 3.867 -0.762 2.764 -0.285 0.14
H 3.358 1.627 4.523 0.197 -1.763 -1.188 0.26
H 2.956 1.116 1.376 0.693 -0.303 1.734 0.17
H 2.917 2.434 2.369 -0.384 2.553 0.347 0.17
H 1.007 1.048 1.688 0.642 -0.079 3.435 0.20
C -0.441 -4.917 -2.730 0.960 0.429 -0.566 -0.94
C 0.244 -4.364 -1.435 -3.811 1.301 2.106 -0.02
O 0.993 -3.197 -1.652 -0.226 1.765 0.462 -0.53
H -0.741 -5.898 -2.384 -0.432 -0.461 -0.590 0.37
H 0.397 -5.037 -3.528 -1.373 0.118 1.388 0.22
H -1.309 -4.390 -3.245 1.169 -0.302 1.106 0.22
H 0.579 -5.291 -0.895 1.705 1.126 -0.827 0.34
H -0.510 -4.091 -0.456 0.787 -0.484 -2.788 -0.09
H 0.455 -2.272 -1.493 0.917 -3.321 -0.047 0.24
C 3.158 4.743 0.295 -2.751 1.717 2.594 -1.24
C 1.966 3.866 -0.272 -0.104 4.847 0.637 0.41
O 2.646 2.778 -0.780 -1.772 -0.959 -0.333 -0.50
H 3.653 4.233 1.133 -0.032 -0.115 -0.570 0.24
H 2.994 5.835 0.703 -0.651 -2.039 -0.600 0.30
H 3.792 4.966 -0.472 2.071 -0.065 -2.170 0.38
H 1.171 4.522 -0.920 2.405 -1.457 0.191 0.06
H 1.238 3.676 0.497 0.107 -0.935 0.948 0.13
H 1.949 2.115 -0.647 0.896 -0.914 -0.793 0.24
C -1.660 0.455 -3.586 -1.101 -1.674 -2.525 -0.57
O -2.332 -0.294 -2.600 -0.783 0.604 -1.305 -0.67
H -0.644 0.665 -3.398 1.351 0.162 0.724 0.08
H -2.149 1.400 -3.803 -0.276 0.154 -0.016 0.32
H -1.631 -0.157 -4.591 -0.238 1.077 1.712 0.24
H -1.782 -0.325 -1.833 0.764 -0.465 1.089 0.38
C -1.456 3.355 -1.441 2.758 -1.474 -2.408 -0.66
O -1.388 2.929 -0.154 -2.609 2.125 2.205 -0.56
H -0.605 2.804 -1.928 0.483 1.489 -0.222 0.17
H -1.449 4.439 -1.654 0.009 -0.542 0.473 0.36
H -2.118 2.807 -2.064 -2.240 0.068 -0.123 0.31
H -0.750 2.271 0.022 1.035 -0.907 -0.022 0.03
C 1.945 -0.601 -5.095 -2.267 0.442 0.355 -0.70
O 2.434 -0.513 -3.766 2.000 0.367 0.101 -0.48
H 1.959 0.365 -5.600 -0.950 0.512 0.427 0.30
H 0.946 -1.164 -5.127 1.273 1.340 0.393 0.21
H 2.523 -1.107 -5.779 1.984 -1.989 -0.920 0.38
H 3.411 -0.240 -3.786 -2.236 -0.598 0.049 0.24
```
Forces are in eV/Å.



One molecule with the formula C6H11NO2Si, computed with ωB97M-V/def2-TZVPD.

## Properties
E_HOMO (alpha / beta) ... -8.77 / -8.62 eV
Relative energy (zero: lowest compared OMol25 entry of this formula, charge and spin) ... 2.7247 eV
Kohn-Sham gap (alpha / beta) ... 8.2 / 6.8 eV
Structure (SMILES) ... C[Si](C)(C)C(=O)/C=C\N=O
LUMO level (alpha / beta) ... -0.54 / -1.84 eV

XYZ file:
```
21
Properties=species:S:1:pos:R:3:forces:R:3:mulliken_charge:R:1
C 1.101 -2.196 0.233 -0.167 0.559 0.349 -1.08
Si 0.391 -0.523 0.805 -0.200 -0.154 -0.119 0.49
C -0.728 -0.666 2.340 0.449 0.016 -0.442 -1.15
C 1.746 0.802 1.025 -0.480 -0.516 -0.123 -1.14
C -0.904 -0.175 -0.683 0.707 0.362 1.055 0.98
O -1.858 -0.926 -0.593 -0.735 -0.087 -0.620 -0.56
C -0.517 0.926 -1.464 -0.296 2.262 -2.417 -0.49
C -1.064 2.027 -2.526 1.966 -3.227 3.641 -0.36
N -2.105 1.923 -3.181 -2.039 0.864 -1.586 0.21
O -3.213 1.463 -3.278 0.327 -0.383 0.293 -0.41
H 0.291 -2.862 -0.053 -0.176 -0.017 0.015 0.33
H 1.755 -2.086 -0.628 0.105 0.111 -0.135 0.32
H 1.670 -2.681 1.021 0.122 -0.057 0.161 0.33
H -0.648 -1.652 2.789 0.047 -0.150 0.035 0.35
H -0.472 0.065 3.101 0.105 0.142 0.074 0.33
H -1.769 -0.519 2.068 -0.113 0.006 -0.136 0.35
H 1.325 1.790 1.183 -0.160 0.120 0.039 0.34
H 2.357 0.564 1.890 0.113 -0.088 0.188 0.35
H 2.409 0.856 0.167 0.092 -0.045 -0.178 0.33
H 0.543 1.126 -1.442 0.253 -0.115 0.241 0.14
H -0.310 2.744 -2.772 0.081 0.397 -0.333 0.34
```
Forces are in eV/Å.



A 2-piece molecular cluster, C10H16 overall, computed with ωB97M-V/def2-TZVPD.

## Properties
E_HOMO ... -9.12 eV
Relative energy (zero: lowest compared OMol25 entry of this formula, charge and spin) ... 1.0005 eV
Kohn-Sham gap ... 10.1 eV
Structure (SMILES) ... CCc1ccccc1.CC
LUMO level ... 1.00 eV

XYZ file:
```
26
Properties=species:S:1:pos:R:3:forces:R:3:mulliken_charge:R:1
C -2.476 -2.184 0.720 -1.359 -0.267 0.965 -1.13
C -1.237 -1.958 -0.072 2.155 -2.004 -0.800 -0.71
C -1.051 -0.595 -0.676 -0.661 0.089 -0.628 0.46
C -0.696 0.500 0.110 -0.229 0.776 -0.690 -0.40
C -0.663 1.811 -0.433 -0.592 -1.198 0.501 -0.63
C -0.832 1.964 -1.797 -0.585 0.970 0.764 -0.39
C -1.152 0.878 -2.588 -0.140 -1.146 -0.303 -0.51
C -1.360 -0.385 -2.033 1.151 0.829 0.856 -0.47
H -2.699 -1.302 1.329 -0.077 -0.192 0.035 0.32
H -2.402 -3.054 1.385 0.313 0.261 0.016 0.34
H -3.379 -2.429 0.142 0.308 0.462 -0.282 0.31
H -0.337 -2.220 0.531 -0.521 0.625 0.186 0.33
H -1.116 -2.814 -0.814 -0.451 1.307 0.203 0.35
H -0.477 0.333 1.144 -0.095 0.034 0.489 0.66
H -0.700 2.718 0.186 0.613 -0.613 -0.056 0.38
H -0.905 3.014 -2.073 0.274 -0.371 -0.842 0.32
H -1.240 0.899 -3.658 -0.201 0.639 -0.331 0.37
H -1.638 -1.216 -2.657 -0.111 -0.187 -0.149 0.37
C 3.724 0.893 1.849 -1.630 -2.134 -0.403 -0.94
C 2.429 0.659 1.040 0.551 -0.068 -0.845 -0.63
H 3.811 0.033 2.525 0.384 0.385 0.155 0.26
H 4.521 0.809 1.116 0.453 0.790 0.441 0.27
H 3.553 1.796 2.399 0.845 0.537 0.282 0.32
H 2.102 1.625 0.703 -0.554 0.386 -0.281 0.25
H 1.596 0.140 1.493 0.075 0.088 0.675 0.21
H 2.626 0.086 0.129 0.085 0.000 0.043 0.30
```
Forces are in eV/Å.



- Number 3 is which compound?
  C16H47NO11



Please write out number 5 again, unchanged.
A 2-piece molecular cluster, C10H16 overall, computed with ωB97M-V/def2-TZVPD.

## Properties
E_HOMO ... -9.12 eV
Relative energy (zero: lowest compared OMol25 entry of this formula, charge and spin) ... 1.0005 eV
Kohn-Sham gap ... 10.1 eV
Structure (SMILES) ... CCc1ccccc1.CC
LUMO level ... 1.00 eV

XYZ file:
```
26
Properties=species:S:1:pos:R:3:forces:R:3:mulliken_charge:R:1
C -2.476 -2.184 0.720 -1.359 -0.267 0.965 -1.13
C -1.237 -1.958 -0.072 2.155 -2.004 -0.800 -0.71
C -1.051 -0.595 -0.676 -0.661 0.089 -0.628 0.46
C -0.696 0.500 0.110 -0.229 0.776 -0.690 -0.40
C -0.663 1.811 -0.433 -0.592 -1.198 0.501 -0.63
C -0.832 1.964 -1.797 -0.585 0.970 0.764 -0.39
C -1.152 0.878 -2.588 -0.140 -1.146 -0.303 -0.51
C -1.360 -0.385 -2.033 1.151 0.829 0.856 -0.47
H -2.699 -1.302 1.329 -0.077 -0.192 0.035 0.32
H -2.402 -3.054 1.385 0.313 0.261 0.016 0.34
H -3.379 -2.429 0.142 0.308 0.462 -0.282 0.31
H -0.337 -2.220 0.531 -0.521 0.625 0.186 0.33
H -1.116 -2.814 -0.814 -0.451 1.307 0.203 0.35
H -0.477 0.333 1.144 -0.095 0.034 0.489 0.66
H -0.700 2.718 0.186 0.613 -0.613 -0.056 0.38
H -0.905 3.014 -2.073 0.274 -0.371 -0.842 0.32
H -1.240 0.899 -3.658 -0.201 0.639 -0.331 0.37
H -1.638 -1.216 -2.657 -0.111 -0.187 -0.149 0.37
C 3.724 0.893 1.849 -1.630 -2.134 -0.403 -0.94
C 2.429 0.659 1.040 0.551 -0.068 -0.845 -0.63
H 3.811 0.033 2.525 0.384 0.385 0.155 0.26
H 4.521 0.809 1.116 0.453 0.790 0.441 0.27
H 3.553 1.796 2.399 0.845 0.537 0.282 0.32
H 2.102 1.625 0.703 -0.554 0.386 -0.281 0.25
H 1.596 0.140 1.493 0.075 0.088 0.675 0.21
H 2.626 0.086 0.129 0.085 0.000 0.043 0.30
```
Forces are in eV/Å.